No. 1
Entry from the Open Molecules 2025 dataset: a 2-piece molecular cluster, C6H13NO2 overall (wB97M-V/def2-TZVPD).

Geometry as XYZ:
```
22
Properties=species:S:1:pos:R:3:forces:R:3:nbo_charge:R:1
C 1.789361 -0.005592 -0.513242 -0.634 -0.219 0.548 0.337
C -0.889282 -0.986668 1.051750 -0.320 -0.371 -0.437 -0.163
C -0.187948 0.274307 0.663263 0.880 -0.029 -0.334 -0.185
C 2.407164 1.345317 -0.336377 -0.115 -0.001 0.012 -0.690
C -2.378739 -1.139096 0.809277 0.120 0.104 -0.004 -0.634
C -0.849936 1.154443 -0.345831 -0.013 -0.078 0.016 -0.671
O 1.433234 -0.313176 -1.729697 -0.497 -0.317 -0.108 -0.681
N -0.004231 -1.711469 0.104707 0.107 0.430 -0.935 0.077
O -0.403820 -1.750701 -1.106777 -0.239 -0.020 1.312 -0.495
H 0.698163 -1.096414 -1.703437 0.715 0.446 0.039 0.496
H 2.171301 -0.804097 0.118217 0.044 0.081 -0.058 0.175
H -0.605013 -1.320505 2.049297 0.027 0.010 -0.079 0.206
H 0.403580 0.726892 1.447864 -0.039 0.034 0.028 0.210
H 3.435341 1.299169 -0.711074 -0.061 -0.020 0.005 0.238
H 1.876205 2.099298 -0.914165 0.000 0.002 0.003 0.226
H 2.447215 1.634847 0.713364 -0.012 -0.025 -0.027 0.221
H -2.690797 -2.158517 1.041451 0.006 0.037 0.033 0.220
H -2.933672 -0.448023 1.445779 -0.015 -0.037 -0.007 0.216
H -2.631625 -0.939966 -0.229743 0.022 0.026 0.000 0.229
H -1.862473 1.435051 -0.041708 -0.008 -0.049 -0.014 0.216
H -0.289772 2.073679 -0.506691 0.037 -0.024 -0.008 0.216
H -0.934257 0.631222 -1.306228 -0.005 0.018 0.014 0.234
```
Forces are in eV/Å.

charge = 0
HOMO energy (alpha / beta) = -8.17 / -8.18 eV
relative energy (zero: lowest compared OMol25 entry of this formula, charge and spin) = 126.29 kcal per mole
Kohn-Sham gap (alpha / beta) = 8.63 / 8.63 eV

=====

No. 2
Entry from the Open Molecules 2025 dataset: a 2-piece molecular cluster, CH2FNO2 overall (wB97M-V/def2-TZVPD).

Geometry as XYZ:
```
7
Properties=species:S:1:pos:R:3:forces:R:3:nbo_charge:R:1
C 0.282340 -0.191186 -0.177428 -0.994 -0.761 -0.403 -0.202
N 1.486620 -0.393081 -0.050326 -0.353 -1.255 0.892 0.151
O 2.499976 0.179053 0.126277 3.671 1.538 -0.570 -0.073
O 2.908447 1.977511 -0.417023 -1.363 -0.618 1.542 -0.133
F 3.468825 1.862191 -1.650228 0.341 -0.412 -0.929 -0.151
H -0.094219 0.720162 -0.410881 -0.726 3.143 -0.709 0.200
H -0.432442 -0.947251 -0.140444 -0.577 -1.636 0.176 0.208
```
Forces are in eV/Å.

charge = 0
HOMO energy (alpha / beta) = -9.69 / -9.69 eV
relative energy (zero: lowest compared OMol25 entry of this formula, charge and spin) = 174.03 kcal per mole
Kohn-Sham gap (alpha / beta) = 7.91 / 7.91 eV

=====

No. 3
Entry from the Open Molecules 2025 dataset: one molecule with the formula C6H9N (wB97M-V/def2-TZVPD).

Geometry as XYZ:
```
16
Properties=species:S:1:pos:R:3:forces:R:3:nbo_charge:R:1
C 1.392797 -1.614427 -1.444697 -0.641 0.237 2.747 -0.645
C 0.631283 -0.732910 -0.448653 0.986 0.209 -0.915 -0.095
C 0.823966 -0.761342 0.916106 -1.336 -0.168 0.211 0.029
N 0.129327 0.255407 1.516808 -1.441 1.511 -0.535 -0.566
C -0.559923 1.065522 0.436662 2.144 -1.689 0.129 -0.210
C 0.031661 0.491842 -0.755584 -3.099 -0.623 0.241 -0.167
C -1.893843 1.565243 0.645873 -1.871 0.826 0.638 -0.662
H 2.331272 -1.304846 -0.992277 1.150 -0.378 -1.733 0.239
H 1.272200 -2.650202 -1.117337 -0.128 -0.054 -0.469 0.217
H 1.128331 -1.461382 -2.483935 0.513 0.197 0.045 0.232
H 1.359782 -1.482156 1.523311 0.155 0.143 -0.163 0.210
H -0.696458 0.099539 2.071420 0.818 -0.615 0.932 0.422
H -0.495040 0.661935 -1.690108 0.725 0.520 -0.350 0.216
H -0.423829 2.189112 0.290584 0.250 0.595 0.052 0.374
H -2.859927 1.280190 0.242748 0.594 -0.789 -1.076 0.208
H -2.171598 2.398475 1.289076 1.182 0.077 0.245 0.197
```
Forces are in eV/Å.

charge = 0
HOMO energy = -6.57 eV
relative energy (zero: lowest compared OMol25 entry of this formula, charge and spin) = 136.89 kcal per mole
Kohn-Sham gap = 6.11 eV

=====

No. 4
Entry from the Open Molecules 2025 dataset: C27H22IIrN3O2SeTe as an isolated structure (wB97M-V/def2-TZVPD).

Geometry as XYZ:
```
58
Properties=species:S:1:pos:R:3:forces:R:3:nbo_charge:R:1
Ir -0.035402 2.107982 0.700248 2.474 -0.426 -2.266 0.643
C 4.496833 2.667612 0.466528 0.021 0.198 -0.010 -0.650
C 3.974409 1.878346 -0.680383 -1.259 0.251 0.048 0.183
N 4.777661 1.170837 -1.403992 1.264 0.025 0.251 -0.380
C 4.361594 0.418628 -2.416526 -0.869 -0.055 -0.338 0.007
C 3.026058 0.279722 -2.733329 0.292 -0.050 -0.273 -0.033
C 2.644626 -0.678119 -3.845606 0.259 -0.275 0.416 -0.093
O 1.667851 -0.207755 -4.743624 -0.267 0.214 -0.380 -0.724
C 2.075188 0.989416 -1.956050 0.486 0.657 0.779 -0.224
C 0.683584 0.784560 -2.211058 -0.273 -0.026 -0.091 0.166
N -0.320462 1.106709 -1.460262 0.768 0.519 1.899 -0.540
C -1.611226 0.748002 -1.852490 -1.042 -0.143 -0.271 0.163
C -1.867856 -0.345643 -2.691896 0.119 0.249 0.054 -0.227
C -3.147509 -0.664517 -3.092822 -0.041 0.154 -0.053 -0.172
C -4.224527 0.083320 -2.649144 0.035 0.093 -0.041 -0.191
C -4.013570 1.139626 -1.780384 0.037 0.164 -0.044 -0.233
C -2.725446 1.455927 -1.388125 0.271 0.349 0.163 -0.176
I -2.489321 3.088601 -0.024103 0.454 -0.659 0.052 0.416
C 2.544859 1.890837 -0.942897 1.463 -2.228 -1.460 0.426
O 1.816888 2.679307 -0.278520 -2.831 0.689 2.358 -0.647
H 5.578270 2.591370 0.505334 0.039 -0.011 -0.018 0.246
H 4.075168 2.287807 1.396925 -0.047 0.018 0.138 0.221
H 4.196981 3.710679 0.381326 0.020 0.068 0.064 0.241
H 5.140290 -0.093848 -2.963267 -0.046 -0.146 -0.146 0.206
H 2.211066 -1.581483 -3.400329 0.113 0.011 -0.106 0.187
H 3.558991 -0.971192 -4.372473 -0.111 -0.055 0.084 0.197
H 2.047988 0.437364 -5.349897 0.060 -0.019 0.059 0.486
H 0.489415 0.279834 -3.152439 -0.196 0.162 -0.031 0.235
H -1.053041 -0.971461 -3.021500 0.098 -0.024 -0.026 0.226
H -3.298761 -1.504257 -3.753993 -0.034 -0.076 -0.029 0.233
H -5.224650 -0.147045 -2.974036 -0.171 -0.067 -0.012 0.236
H -4.849540 1.721055 -1.423282 -0.080 0.042 0.056 0.238
Se 0.709513 3.587783 2.637116 0.176 -1.725 -0.899 0.087
C -0.747640 4.637027 2.559144 -0.606 0.461 0.120 -0.030
N -1.688677 5.298033 2.503349 -0.364 0.153 -0.132 -0.358
Te 0.780689 -0.521479 1.182569 -0.951 1.099 0.300 0.947
C 0.624784 -1.160522 3.222238 0.032 0.378 -0.220 -0.285
C 1.472580 -2.172620 3.651908 0.170 0.078 -0.451 -0.235
C 1.323368 -2.693216 4.924953 -0.077 -0.072 0.141 -0.192
C 0.325062 -2.215101 5.757255 0.039 0.013 -0.038 -0.171
C -0.501676 -1.186986 5.333308 -0.026 0.017 0.043 -0.211
C -0.344688 -0.645959 4.069318 -0.135 0.215 -0.175 -0.164
C -1.154824 -1.258391 0.649946 0.340 0.016 0.018 -0.295
C -1.256960 -2.307110 -0.249860 0.330 -0.052 0.063 -0.251
C -2.505320 -2.780419 -0.617588 -0.035 -0.111 0.114 -0.186
C -3.648395 -2.221047 -0.073191 0.054 -0.076 0.011 -0.182
C -3.544754 -1.177086 0.831138 0.001 0.004 0.011 -0.214
C -2.299991 -0.687372 1.182536 0.161 0.218 0.237 -0.181
H 2.242718 -2.554645 2.995056 0.057 -0.067 0.008 0.225
H 1.977194 -3.478973 5.270892 0.080 -0.067 -0.042 0.233
H 0.196370 -2.639609 6.740331 0.000 -0.022 0.110 0.232
H -1.268266 -0.804929 5.990582 -0.047 0.064 0.027 0.232
H -0.973011 0.175477 3.750809 -0.022 0.011 0.042 0.211
H -0.363869 -2.754887 -0.662201 0.059 -0.088 -0.086 0.223
H -2.584521 -3.590571 -1.326187 0.015 -0.094 -0.058 0.230
H -4.618006 -2.602990 -0.350661 -0.122 -0.026 -0.036 0.231
H -4.430461 -0.738833 1.265105 -0.095 0.051 0.024 0.231
H -2.227627 0.142207 1.874203 -0.039 0.022 0.042 0.212
```
Forces are in eV/Å.

charge = +1
HOMO energy (alpha / beta) = -11.07 / -11.07 eV
relative energy (zero: lowest compared OMol25 entry of this formula, charge and spin) = 65.55 kcal per mole
Kohn-Sham gap (alpha / beta) = 5.90 / 5.47 eV

=====

Per-record max |F|, eV/Å: 1.3; 4.0; 3.2; 3.7